1.
Here is a single C3H8ClO2P molecule in a non-equilibrium geometry from the Open Molecules 2025 dataset. Energies are from ωB97M-V/def2-TZVPD.

```
! wB97M-V def2-TZVPD RIJCOSX def2/J DEFGRID3
* xyz 0 1
H 0.1837 -1.2626 0.3199
C -1.0458 -0.3419 -1.2627
H -1.1311 0.7621 1.7615
C -1.3649 -0.1790 1.1862
H -0.4501 -0.3134 -2.1064
O 0.6779 0.6053 0.0084
Cl 3.0428 -0.9301 0.9238
P 2.1734 0.1399 -0.6234
H -1.4959 -1.0967 1.9097
H -2.3257 0.1381 0.6167
H -1.5579 0.6302 -1.3562
H -1.8228 -1.1036 -1.3029
H 2.4303 1.9376 0.2569
O 2.9998 1.4551 -0.3463
C -0.3138 -0.4410 0.0148
*
```

Total energy = -1071.16333 a.u.
Energy above the lowest of the compared OMol25 structures with the same formula, charge and spin = 0.2 kcal/mol

=====

2.
Here is C20H25IrN6O4S2Se3 as an isolated structure in a non-equilibrium geometry from the Open Molecules 2025 dataset. Energies are from ωB97M-V/def2-TZVPD.

```
! wB97M-V def2-TZVPD RIJCOSX def2/J DEFGRID3
* xyz 2 5
H 0.1477 -2.4137 1.9359
C 0.6224 3.0717 -1.3985
C 2.0419 -8.1056 1.4094
N 1.6998 -6.8658 1.3277
H -4.4019 1.5723 -1.6444
H 0.8661 -4.7870 2.0936
C 2.6549 -6.9651 -0.8224
C 1.3692 3.5448 1.2128
C 1.6014 -4.8290 0.0767
C 1.3601 -2.7533 -1.0896
C 4.7214 1.3838 -0.8340
C 4.6137 -1.0818 0.2256
Se -2.5972 2.1693 -0.0180
C -4.0968 2.3645 1.2044
H -1.7816 -1.6056 -2.8208
O 2.8633 -8.9507 3.6064
H -4.3874 1.4132 1.6384
H 2.9396 -6.5111 -1.7614
Se 1.2630 1.9803 3.1219
C 0.6201 -2.9077 1.0954
C 1.7750 -4.0683 -1.0768
C -2.0473 -2.3011 -2.0287
C 1.0162 -4.2218 1.1809
O 0.8802 -10.1649 2.7194
H -2.9906 -2.7896 -2.2519
C 1.2149 4.3248 -1.0297
Se -2.2531 -1.3805 -0.3243
H -2.8273 1.0130 -2.2008
H 3.4603 -8.9114 -1.3199
N 0.7783 -2.1747 -0.0202
N 2.6419 -8.8890 0.5721
C 0.7418 2.3479 0.7492
H 4.8086 -1.3893 -0.8058
N 0.3597 2.1204 -0.5480
H -4.9332 2.8277 0.6889
C 1.5856 4.5821 0.2483
C -3.4912 1.0603 -1.3398
C 2.0064 -6.2686 0.1704
H 4.2666 2.3695 -0.9378
H 4.8014 0.8854 -1.8010
H 5.5460 -0.8854 0.7667
Ir 0.0979 -0.0708 -0.2169
S 3.6594 0.4080 0.1924
H 1.3621 5.0696 -1.8011
H 4.0257 -1.8321 0.7603
O 0.6082 -7.9691 3.8105
H 2.0382 5.5264 0.5386
C -3.8168 -0.3153 -0.7913
H 0.3420 2.8880 -2.4296
H -4.3914 -0.2456 0.1239
H 5.6968 1.4725 -0.3470
H -1.2768 -3.0583 -1.9097
H 1.4979 -2.1365 -1.9669
H -3.7555 3.0243 1.9967
H 2.2253 -4.4826 -1.9713
N 0.5770 1.3695 1.5987
H -4.3704 -0.9389 -1.4886
O 2.4224 0.1040 -0.6601
N 1.7211 3.5421 2.4865
S 1.4567 -8.9457 3.2069
C 2.9541 -8.3021 -0.5831
*
```

Total energy = -9510.85125 a.u.
Energy above the lowest of the compared OMol25 structures with the same formula, charge and spin = 28.3 kcal/mol

=====

3.
Here is a 2-piece molecular cluster, C3H10B3ClNO5 overall in a non-equilibrium geometry from the Open Molecules 2025 dataset. Energies are from ωB97M-V/def2-TZVPD.

```
! wB97M-V def2-TZVPD RIJCOSX def2/J DEFGRID3
* xyz 1 1
B -0.7670 -1.0864 -2.5339
O 0.2652 -1.5022 -1.5663
O -2.1839 -0.7698 -2.2281
H 4.7491 0.0466 1.3113
B -0.1480 -1.2855 -0.1664
C 3.6807 -0.2986 1.6470
H 0.9807 -1.9211 1.8439
N -0.3882 -1.0023 -4.0329
H 0.4535 -0.4028 -4.1720
H -2.9597 2.5844 1.6500
B -2.1427 -0.2533 -0.8144
C 0.8680 -1.0138 1.1148
H 0.6443 0.0137 1.6280
H -0.2818 -1.9576 -4.4382
H 2.8662 -1.4211 -0.5173
H -3.5139 4.0306 2.1823
O 3.0131 0.7571 0.5773
Cl -2.6580 1.4826 -0.4017
O -1.6144 -1.2555 0.1771
C 2.4940 -0.7117 0.4484
H -3.4719 2.7459 3.1971
H 3.1550 0.0257 2.6676
O -3.0403 3.1950 2.4264
*
```

Total energy = -1085.80816 a.u.
Energy above the lowest of the compared OMol25 structures with the same formula, charge and spin = 130.8 kcal/mol